Record 1
An isolated ion of composition C4H10N3 and charge +1. Source: the OMol25 dataset; level of theory: ωB97M-V with the def2-TZVPD basis set.

LUMO level (spin up / spin down) = -3.9 / -3.9 eV
total charge = +1
F_max = 3.86 eV/Å
multiplicity = 1
E = -322.31986 hartree
ΔE to the lowest compared entry with this formula, charge and spin = 3.829 eV
gap between HOMO and LUMO (spin up / spin down) = 7.55 / 7.55 eV

CARTESIAN COORDINATES (ANGSTROEM)
N 1.108 -0.891 0.177
N 3.176 0.185 -0.076
N -1.124 -0.018 0.144
C 1.825 0.182 0.038
C -0.282 -1.045 0.153
C -2.518 -0.248 -0.311
C -0.665 1.159 0.420
H -2.489 -1.374 -0.496
H 1.274 1.043 -0.313
H 3.643 -0.713 -0.068
H 0.073 1.335 1.180
H -3.393 0.137 0.309
H -1.433 1.924 0.374
H 3.625 0.814 -0.684
H -0.740 -2.025 0.517
H -2.522 0.184 -1.249
H 1.753 -1.660 0.178

Partial charges, Löwdin, in e: number 1, N, carries 0.110; number 2, N, carries 0.164; number 3, N, carries -0.231; number 4, C, carries -0.164; number 5, C, carries -0.121; number 6, C, carries 0.033; number 7, C, carries -0.004; number 8, H, carries 0.119; number 9, H, carries 0.121; number 10, H, carries 0.120; number 11, H, carries 0.099; number 12, H, carries 0.139; number 13, H, carries 0.100; number 14, H, carries 0.108; number 15, H, carries 0.164; number 16, H, carries 0.073; number 17, H, carries 0.169

***

Record 2
C34H72N5O11Si2 as an isolated structure. Source: the OMol25 dataset; level of theory: ωB97M-V with the def2-TZVPD basis set.

LUMO level = 1.9 eV
total charge = -1
F_max = 1.86 eV/Å
multiplicity = 1
E = -3019.19202 hartree
ΔE to the lowest compared entry with this formula, charge and spin = 0.000 eV
gap between HOMO and LUMO = 6.33 eV

CARTESIAN COORDINATES (ANGSTROEM)
Si 2.281 -1.514 1.131
Si -0.534 -1.315 0.760
O -3.759 1.179 -2.167
O 6.076 0.389 1.936
O -0.938 3.633 -4.204
O 1.899 -0.534 3.638
O -0.848 -0.512 9.506
O -0.427 -2.440 -1.760
O 3.266 -2.246 3.618
O -1.911 0.995 5.227
O -0.781 -1.779 -3.845
O 0.808 -2.315 0.829
O -6.259 -3.161 -3.827
N -0.167 -2.007 7.925
N -0.218 2.038 -5.661
N -4.318 0.253 -4.176
N 6.564 0.261 4.159
N -4.719 -4.764 -4.334
C -5.214 -3.743 -3.602
C -2.428 -0.373 2.573
C 7.064 0.925 5.341
C 5.237 1.732 -2.020
C -3.550 0.395 -3.075
C 2.538 -1.430 3.025
C -3.230 -0.543 3.887
C -5.471 -5.228 -5.485
C 1.116 4.421 -1.257
C 0.182 0.663 -5.888
C -0.001 -2.064 -2.981
C -0.149 3.153 0.480
C 3.141 2.816 -0.960
C 3.793 1.494 -1.449
C -0.225 -1.027 6.847
C 6.130 -1.128 4.260
C -0.594 2.493 -4.442
C 3.932 0.410 -0.308
C 1.499 -2.051 -3.275
C -1.407 2.313 5.097
C 2.478 0.150 0.249
C -3.462 -5.409 -4.004
C -0.033 4.273 -0.585
C -3.989 -0.709 -5.207
C -5.499 1.082 -4.324
C -1.870 -1.737 2.022
C 0.243 -3.361 7.614
C -1.163 -1.376 -1.073
C 6.487 0.886 2.971
C 1.933 3.276 -1.860
C -3.179 0.835 4.621
C -0.495 -1.631 9.174
C -1.249 5.167 -0.774
C -0.220 2.965 -6.776
H 0.103 2.459 -7.685
H -4.814 -1.418 -5.310
H 0.455 3.796 -6.561
H -2.241 -1.633 -1.095
H -2.737 -2.282 1.592
H -1.921 5.181 0.106
H 2.294 0.938 1.007
H -4.004 0.950 5.356
H -4.291 -0.774 3.676
H 5.699 2.502 -1.376
H 0.070 -1.483 5.903
H -2.975 0.199 1.803
H 6.287 0.932 6.109
H 0.448 -0.201 7.077
H 3.903 3.620 -1.014
H -1.429 -2.346 2.829
H -4.947 -6.050 -5.969
H 0.240 -3.980 8.511
H -1.057 3.276 1.097
H -2.771 -5.307 -4.843
H 0.697 3.203 1.188
H -1.668 2.804 4.142
H -5.206 2.134 -4.319
H -6.174 0.907 -3.485
H -5.597 -4.406 -6.192
H 7.939 0.388 5.718
H -3.017 -4.954 -3.120
H -3.079 -1.252 -4.952
H -3.638 -6.469 -3.808
H -0.303 2.289 5.166
H -6.459 -5.562 -5.164
H 1.251 -3.346 7.193
H 1.207 0.642 -6.271
H 3.348 -2.415 0.622
H 6.256 -1.485 5.281
H 4.644 0.745 0.466
H 1.516 5.437 -1.425
H -0.140 2.168 -0.028
H 6.725 -1.742 3.580
H -1.226 3.364 -6.917
H 4.343 -0.481 -0.823
H -2.746 -1.292 4.535
H -2.685 -0.286 -3.068
H 1.314 2.419 -2.175
H 7.349 1.953 5.115
H 5.187 2.086 -3.066
H -0.980 6.221 -0.988
H -0.415 -2.455 9.907
H -1.873 4.824 -1.622
H 2.405 3.693 -2.773
H -1.237 -0.636 6.765
H -0.488 0.213 -6.625
H 3.151 1.006 -2.215
H 1.697 -2.271 -4.337
H -0.189 0.104 0.984
H 5.082 -1.211 3.973
H -3.376 1.595 3.832
H -4.568 -3.468 -2.752
H -0.445 -3.789 6.882
H -3.840 -0.185 -6.156
H 1.785 0.314 -0.601
H -6.007 0.848 -5.257
H 2.032 -2.833 -2.701
H 1.971 -1.089 -3.012
H -1.741 2.933 5.958
H 2.794 2.795 0.085
H 6.844 1.931 3.011
H -0.562 1.716 -3.659
H -1.536 0.235 2.830
H -0.992 -0.415 -1.594
H 0.136 0.085 -4.969
H 5.842 0.814 -1.943

Atomic partial charges in e from the Löwdin method, atoms 1 to 99: number 1, Si, carries 0.593; number 2, Si, carries 0.580; number 3, O, carries 0.010; number 4, O, carries 0.000; number 5, O, carries 0.020; number 6, O, carries -0.130; number 7, O, carries -0.007; number 8, O, carries -0.080; number 9, O, carries -0.129; number 10, O, carries -0.215; number 11, O, carries 0.069; number 12, O, carries -0.333; number 13, O, carries 0.003; number 14, N, carries -0.195; number 15, N, carries -0.193; number 16, N, carries -0.185; number 17, N, carries -0.192; number 18, N, carries -0.199; number 19, C, carries -0.361; number 20, C, carries -0.276; number 21, C, carries -0.071; number 22, C, carries -0.077; number 23, C, carries -0.359; number 24, C, carries -0.799; number 25, C, carries -0.167; number 26, C, carries -0.045; number 27, C, carries -0.107; number 28, C, carries -0.053; number 29, C, carries -0.547; number 30, C, carries -0.046; number 31, C, carries -0.167; number 32, C, carries -0.375; number 33, C, carries -0.026; number 34, C, carries -0.024; number 35, C, carries -0.351; number 36, C, carries -0.222; number 37, C, carries 0.032; number 38, C, carries -0.103; number 39, C, carries -0.272; number 40, C, carries -0.053; number 41, C, carries -0.325; number 42, C, carries -0.055; number 43, C, carries -0.041; number 44, C, carries -0.242; number 45, C, carries -0.061; number 46, C, carries -0.184; number 47, C, carries -0.341; number 48, C, carries -0.182; number 49, C, carries -0.250; number 50, C, carries -0.374; number 51, C, carries -0.072; number 52, C, carries -0.049; number 53, H, carries 0.082; number 54, H, carries 0.072; number 55, H, carries 0.091; number 56, H, carries 0.087; number 57, H, carries 0.076; number 58, H, carries 0.064; number 59, H, carries 0.072; number 60, H, carries 0.118; number 61, H, carries 0.111; number 62, H, carries 0.072; number 63, H, carries 0.089; number 64, H, carries 0.115; number 65, H, carries 0.090; number 66, H, carries 0.100; number 67, H, carries 0.106; number 68, H, carries 0.081; number 69, H, carries 0.084; number 70, H, carries 0.075; number 71, H, carries 0.066; number 72, H, carries 0.089; number 73, H, carries 0.080; number 74, H, carries 0.080; number 75, H, carries 0.091; number 76, H, carries 0.093; number 77, H, carries 0.089; number 78, H, carries 0.083; number 79, H, carries 0.085; number 80, H, carries 0.072; number 81, H, carries 0.088; number 82, H, carries 0.095; number 83, H, carries 0.091; number 84, H, carries 0.095; number 85, H, carries 0.090; number 86, H, carries 0.006; number 87, H, carries 0.087; number 88, H, carries 0.082; number 89, H, carries 0.106; number 90, H, carries 0.057; number 91, H, carries 0.094; number 92, H, carries 0.090; number 93, H, carries 0.096; number 94, H, carries 0.108; number 95, H, carries 0.096; number 96, H, carries 0.087; number 97, H, carries 0.077; number 98, H, carries 0.069; number 99, H, carries 0.075

***

Record 3
C13H18Cl3N3O4PbS4 as an isolated structure. Source: the OMol25 dataset; level of theory: ωB97M-V with the def2-TZVPD basis set.

LUMO level = -0.2 eV
F_max = 0.74 eV/Å
multiplicity = 1
E = -4137.14676 hartree
ΔE to the lowest compared entry with this formula, charge and spin = 9.660 eV
gap between HOMO and LUMO = 7.38 eV

CARTESIAN COORDINATES (ANGSTROEM)
Pb 0.523 0.003 1.822
Cl 3.194 -0.928 3.748
Cl -3.302 0.383 0.145
Cl -0.778 2.541 0.502
S -2.111 0.954 3.702
S -1.513 0.491 5.576
S 0.331 -0.406 5.465
S 1.417 1.278 4.828
O 1.460 -0.313 -0.231
O -2.845 -0.327 2.970
O -1.139 -1.866 2.904
O 2.334 1.537 1.267
N 2.806 1.502 0.090
N 2.345 0.574 -0.647
N -3.711 -0.352 -1.385
C -1.271 -1.994 -0.043
C 3.526 1.494 -2.588
C 2.948 -0.827 -4.007
C 2.809 0.460 -2.001
C 3.053 0.549 4.749
C -3.041 -1.589 -1.702
C 2.508 -0.698 -2.697
C 3.959 1.346 -3.894
C -1.531 -1.677 -1.504
C 3.674 0.188 -4.607
C -4.698 1.607 -0.200
C -1.907 -1.181 2.215
C -1.947 -0.991 0.855
H 3.682 1.314 4.302
H -3.502 -2.480 -1.241
H -4.492 2.098 -1.145
H 2.716 -1.730 -4.557
H 4.518 2.147 -4.360
H -3.291 -1.640 -2.769
H -0.192 -2.105 0.155
H -1.687 -2.989 0.162
H -3.668 0.379 1.429
H -1.117 -2.479 -2.121
H 3.737 2.394 -2.030
H 3.415 0.285 5.738
H -1.061 -0.738 -1.812
H -4.639 2.298 0.645
H 4.013 0.084 -5.629
H -5.651 1.087 -0.235
H -1.809 1.792 0.350
H 1.934 -1.475 -2.214

Partial charges, Löwdin, in e: number 1, Pb, carries 1.377; number 2, Cl, carries 0.500; number 3, Cl, carries 0.893; number 4, Cl, carries 0.375; number 5, S, carries 0.484; number 6, S, carries 0.138; number 7, S, carries 0.099; number 8, S, carries 0.386; number 9, O, carries -0.301; number 10, O, carries -0.549; number 11, O, carries -0.101; number 12, O, carries -0.312; number 13, N, carries -0.016; number 14, N, carries -0.215; number 15, N, carries -0.283; number 16, C, carries -0.255; number 17, C, carries -0.019; number 18, C, carries -0.072; number 19, C, carries -0.164; number 20, C, carries -0.951; number 21, C, carries -0.348; number 22, C, carries -0.010; number 23, C, carries -0.078; number 24, C, carries -0.217; number 25, C, carries -0.087; number 26, C, carries -0.245; number 27, C, carries -0.782; number 28, C, carries -0.333; number 29, H, carries 0.037; number 30, H, carries 0.108; number 31, H, carries 0.033; number 32, H, carries 0.106; number 33, H, carries 0.105; number 34, H, carries 0.116; number 35, H, carries 0.078; number 36, H, carries 0.124; number 37, H, carries 0.032; number 38, H, carries 0.110; number 39, H, carries 0.108; number 40, H, carries 0.032; number 41, H, carries 0.109; number 42, H, carries 0.039; number 43, H, carries 0.103; number 44, H, carries 0.038; number 45, H, carries -0.301; number 46, H, carries 0.110

***

Record 4
A 2-piece molecular cluster, CH4O4P overall. Source: the OMol25 dataset; level of theory: ωB97M-V with the def2-TZVPD basis set.

LUMO level = 4.2 eV
total charge = -1
F_max = 5.07 eV/Å
multiplicity = 1
E = -682.90979 hartree
ΔE to the lowest compared entry with this formula, charge and spin = 0.200 eV
gap between HOMO and LUMO = 8.94 eV

CARTESIAN COORDINATES (ANGSTROEM)
P 2.433 -0.155 0.161
O 1.576 1.202 0.307
O -0.873 0.302 -0.348
O -2.840 -0.692 0.183
O 1.300 -1.174 -0.551
C -2.091 0.212 -0.277
H -2.801 0.961 -0.854
H 0.273 -1.060 -0.533
H 2.338 -0.513 1.620
H 0.684 0.918 0.292

Partial charges, Löwdin, in e: number 1, P, carries 0.690; number 2, O, carries -0.391; number 3, O, carries -0.120; number 4, O, carries -0.130; number 5, O, carries -0.452; number 6, C, carries -0.640; number 7, H, carries 0.110; number 8, H, carries 0.065; number 9, H, carries -0.081; number 10, H, carries -0.050

***

Record 5
A 2-piece molecular cluster, C5H15N2 overall. Source: the OMol25 dataset; level of theory: ωB97M-V with the def2-TZVPD basis set.

LUMO level = -4.1 eV
total charge = +1
F_max = 1.86 eV/Å
multiplicity = 1
E = -308.77539 hartree
ΔE to the lowest compared entry with this formula, charge and spin = 0.470 eV
gap between HOMO and LUMO = 10.23 eV

CARTESIAN COORDINATES (ANGSTROEM)
N 0.559 0.901 3.130
N -0.043 2.473 1.517
C -1.649 -2.029 -0.865
C -0.211 -1.647 -1.289
C 0.039 -0.131 -1.297
C -0.240 1.344 2.182
C 1.468 0.267 -1.663
H -1.820 -1.739 0.196
H -0.214 0.262 -0.263
H 1.707 -0.042 -2.685
H 2.201 -0.270 -1.010
H -0.516 2.621 0.627
H 1.588 1.320 -1.612
H -0.696 0.374 -1.968
H 0.743 3.055 1.681
H 1.434 1.397 3.388
H -2.400 -1.514 -1.494
H -1.799 -3.119 -0.943
H 0.506 -2.135 -0.633
H -1.047 0.725 1.869
H 0.408 -0.059 3.464
H -0.019 -2.056 -2.331

Partial charges, Löwdin, in e: number 1, N, carries 0.193; number 2, N, carries 0.200; number 3, C, carries -0.117; number 4, C, carries -0.283; number 5, C, carries -0.301; number 6, C, carries -0.162; number 7, C, carries -0.114; number 8, H, carries 0.061; number 9, H, carries 0.067; number 10, H, carries 0.081; number 11, H, carries 0.088; number 12, H, carries 0.146; number 13, H, carries 0.045; number 14, H, carries 0.119; number 15, H, carries 0.128; number 16, H, carries 0.164; number 17, H, carries 0.078; number 18, H, carries 0.076; number 19, H, carries 0.098; number 20, H, carries 0.144; number 21, H, carries 0.155; number 22, H, carries 0.132